Record 1
The ion C3H7INS with charge +1. Source: the OMol25 dataset; level of theory: ωB97M-V/def2-TZVPD.

Geometry as XYZ:
```
13
Properties=species:S:1:pos:R:3:forces:R:3
C 0.672 0.450 -0.053 2.11 2.15 -0.91
C 0.382 0.438 -1.558 -1.95 -1.02 0.51
C -0.907 -0.986 1.266 2.19 -1.76 1.22
N -0.534 0.303 0.890 2.02 3.30 1.06
S -0.451 -1.165 -2.045 0.48 1.05 0.45
I 0.510 -2.231 2.095 -0.74 0.40 -0.20
H 1.367 -0.399 0.009 -0.46 0.28 1.10
H 1.259 1.467 0.209 -1.50 -2.36 -0.30
H -0.125 1.299 -1.984 -0.20 0.06 0.22
H 1.346 0.385 -1.996 1.05 -0.05 -0.59
H -1.862 -1.304 1.020 -1.60 -0.56 -0.29
H -0.319 1.050 1.698 -0.52 -2.24 -1.43
H -1.337 0.693 0.449 -0.88 0.76 -0.83
```
Forces are in eV/Å.

charge	+1
HOMO level (spin up / spin down)	-13.43 / -12.97	eV
frontier orbital gap (spin up / spin down)	0.2909 / 0.2548	Ha
spin multiplicity	1

Atomic partial charges in e from the Löwdin method, atoms 1 to 8: atom 1 (C): -0.25, atom 2 (C): -0.55, atom 3 (C): -0.63, atom 4 (N): -0.09, atom 5 (S): 0.67, atom 6 (I): 1.02, atom 7 (H): 0.07, atom 8 (H): 0.18


Record 2
A cluster of 2 separate species, C3H7IOS in total. Source: the OMol25 dataset; level of theory: ωB97M-V/def2-TZVPD.

Geometry as XYZ:
```
13
Properties=species:S:1:pos:R:3:forces:R:3
C 1.061 -1.229 0.315 2.72 -3.33 2.20
C 0.337 1.234 0.019 -0.97 -3.51 3.33
C 0.293 -0.307 -0.162 -0.04 2.47 -2.67
O -1.989 -2.056 0.542 -0.54 1.28 -0.57
S -3.197 -1.610 -0.570 1.27 -0.66 0.69
I -3.680 0.624 -0.012 -0.20 0.28 0.16
H 1.916 -1.112 1.025 -0.92 0.74 -0.40
H -1.261 -1.364 0.510 -0.80 -1.16 -0.13
H 1.016 -2.348 0.152 -0.61 1.49 -0.48
H 1.088 1.526 0.765 0.06 0.27 -0.83
H -0.627 1.305 0.537 -0.03 0.85 0.10
H 0.198 1.715 -0.880 0.42 1.31 -1.89
H -0.319 -0.594 -1.028 -0.37 -0.02 0.50
```
Forces are in eV/Å.

charge	0
SMILES	C=CC.OSI
HOMO level	-8.67	eV
frontier orbital gap	0.3018	Ha
spin multiplicity	1

Atomic partial charges in e from the Löwdin method, atoms 1 to 8: atom 1 (C): -0.03, atom 2 (C): -0.07, atom 3 (C): -0.30, atom 4 (O): -0.60, atom 5 (S): 0.21, atom 6 (I): 0.41, atom 7 (H): 0.08, atom 8 (H): -0.03


Record 3
A structure of composition C3H7IOS. Source: the OMol25 dataset; level of theory: ωB97M-V/def2-TZVPD.

Geometry as XYZ:
```
13
Properties=species:S:1:pos:R:3:forces:R:3
C 1.122 0.209 0.764 1.41 0.68 2.28
C -1.349 0.478 0.671 -0.70 -2.75 -4.80
C -0.060 0.244 -0.157 -1.06 -1.93 -1.26
O -1.295 -1.428 -1.939 0.27 0.08 0.55
S -0.195 -1.471 -0.950 0.68 0.54 -0.58
I 2.350 -0.951 -2.793 -0.74 -0.15 0.68
H 1.529 -0.799 1.157 -1.25 1.09 -0.86
H 2.008 0.621 0.261 -0.20 0.29 0.50
H 0.815 0.794 1.772 1.16 -1.05 -2.42
H -1.217 0.247 1.644 0.46 -0.77 3.10
H -2.156 -0.230 0.214 0.83 1.86 0.90
H -1.492 1.487 0.516 -1.28 2.14 0.01
H -0.060 0.799 -1.161 0.41 -0.03 1.91
```
Forces are in eV/Å.

charge	0
HOMO level (spin up / spin down)	-9.61 / -9.29	eV
frontier orbital gap (spin up / spin down)	0.2920 / 0.2455	Ha
spin multiplicity	1

Atomic partial charges in e from the Löwdin method, atoms 1 to 8: atom 1 (C): -0.18, atom 2 (C): -0.10, atom 3 (C): -0.62, atom 4 (O): -0.54, atom 5 (S): 0.78, atom 6 (I): 0.07, atom 7 (H): 0.10, atom 8 (H): 0.05


Record 4
An isolated molecule of C3H7N. Source: the OMol25 dataset; level of theory: ωB97M-V/def2-TZVPD.

Geometry as XYZ:
```
11
Properties=species:S:1:pos:R:3:forces:R:3
C 0.263 -0.097 0.405 -1.03 1.85 1.19
C -0.961 -0.767 -0.201 1.62 0.17 -0.75
C -0.856 0.788 -0.178 0.04 -2.11 1.39
H 1.994 0.867 -0.050 -0.62 -1.46 -0.37
H 2.054 -0.809 0.051 0.48 0.16 -0.24
H 0.457 -0.012 1.497 -0.97 -0.43 -0.54
H -0.614 -1.327 -1.157 -1.33 1.00 1.69
H -1.694 -1.187 0.511 0.59 -0.04 -0.81
H -1.546 1.308 0.500 0.44 -0.28 -0.35
H -0.602 1.269 -1.077 0.16 0.56 -1.00
N 1.506 -0.033 -0.302 0.63 0.57 -0.20
```
Forces are in eV/Å.

charge	0
SMILES	NC1CC1
HOMO level	-9.32	eV
frontier orbital gap	0.3881	Ha
spin multiplicity	1

Atomic partial charges in e from the Löwdin method, atoms 1 to 8: atom 1 (C): -0.45, atom 2 (C): -0.11, atom 3 (C): -0.11, atom 4 (H): 0.10, atom 5 (H): 0.06, atom 6 (H): 0.13, atom 7 (H): 0.13, atom 8 (H): 0.09


Record 5
An isolated molecule of C3H7N. Source: the OMol25 dataset; level of theory: ωB97M-V/def2-TZVPD.

Geometry as XYZ:
```
11
Properties=species:S:1:pos:R:3:forces:R:3
N 0.063 1.093 1.245 1.53 -0.26 0.56
C 0.596 -0.204 0.781 -0.68 -1.05 -3.78
C -0.338 -0.314 -1.661 -0.65 -1.98 3.69
C -0.432 -0.749 -0.373 0.23 0.53 -0.72
H 0.627 1.884 0.906 0.23 -0.74 0.45
H -0.710 1.175 0.652 -1.90 0.54 -0.50
H 1.607 -0.146 0.277 -0.97 0.12 0.73
H 0.586 -1.085 1.403 0.26 0.49 1.34
H -0.836 -0.514 -2.552 -1.63 -0.73 -0.88
H 0.561 0.095 -1.839 3.07 2.25 -0.74
H -1.230 -1.455 -0.043 0.51 0.83 -0.14
```
Forces are in eV/Å.

charge	0
SMILES	C=CCN
HOMO level	-9.39	eV
frontier orbital gap	0.3889	Ha
spin multiplicity	1

Atomic partial charges in e from the Löwdin method, atoms 1 to 8: atom 1 (N): -0.01, atom 2 (C): -0.26, atom 3 (C): 0.00, atom 4 (C): -0.13, atom 5 (H): 0.07, atom 6 (H): 0.01, atom 7 (H): 0.11, atom 8 (H): 0.07


Record 6
A cluster of 2 separate species, C3H7N in total. Source: the OMol25 dataset; level of theory: ωB97M-V/def2-TZVPD.

Geometry as XYZ:
```
11
Properties=species:S:1:pos:R:3:forces:R:3
C -2.554 -2.258 -0.313 0.13 0.67 0.51
C -3.362 -1.930 -1.299 -0.38 1.37 -1.08
H -2.870 -2.074 0.709 -0.08 -0.44 0.01
H -1.509 -2.507 -0.440 -0.08 -0.31 -0.22
H -4.336 -1.462 -1.185 -0.13 -0.48 0.71
H -3.095 -1.791 -2.345 0.53 -0.81 0.07
C 3.928 2.600 1.024 -0.39 0.19 -0.39
N 2.756 2.410 0.613 0.77 -0.56 1.39
H 4.153 3.426 1.712 0.05 0.20 -0.21
H 4.748 1.963 0.656 0.02 -0.02 0.02
H 2.141 1.622 0.867 -0.46 0.20 -0.81
```
Forces are in eV/Å.

charge	+1
<S²>	0.7612
HOMO level (spin up / spin down)	-12.11 / -12.11	eV
frontier orbital gap (spin up / spin down)	0.1678 / 0.1130	Ha
spin multiplicity	2

Atomic partial charges in e from the Löwdin method, atoms 1 to 8: atom 1 (C): -0.09, atom 2 (C): -0.09, atom 3 (H): 0.04, atom 4 (H): 0.04, atom 5 (H): 0.05, atom 6 (H): 0.05, atom 7 (C): 0.18, atom 8 (N): 0.33


Record 7
A structure of composition C3H7N2. Source: the OMol25 dataset; level of theory: ωB97M-V/def2-TZVPD.

Geometry as XYZ:
```
12
Properties=species:S:1:pos:R:3:forces:R:3
C 0.314 -0.415 -1.581 1.64 0.26 3.15
C 1.424 -0.630 0.043 1.28 2.74 1.46
C 0.239 0.323 -0.273 1.92 3.80 0.44
N 1.303 -1.151 -1.241 -0.31 -1.49 -3.61
N -1.021 0.145 0.429 -1.56 1.76 0.97
H -0.209 -0.211 -2.423 -1.31 -0.13 -2.96
H 2.433 -0.139 0.191 -1.18 -0.48 0.09
H 1.243 -1.337 0.796 -0.09 -1.04 1.32
H 0.376 1.538 -0.263 0.26 -3.02 -0.23
H -1.606 0.862 -0.149 -0.21 -2.62 1.34
H -1.141 0.430 1.433 0.86 0.48 -0.89
H -1.171 -0.856 0.539 -1.31 -0.25 -1.09
```
Forces are in eV/Å.

charge	+1
HOMO level	-14.84	eV
frontier orbital gap	0.3833	Ha
spin multiplicity	1

Atomic partial charges in e from the Löwdin method, atoms 1 to 8: atom 1 (C): -0.05, atom 2 (C): -0.16, atom 3 (C): -0.27, atom 4 (N): 0.12, atom 5 (N): 0.19, atom 6 (H): 0.09, atom 7 (H): 0.16, atom 8 (H): 0.11


Record 8
A structure of composition C3H7N2. Source: the OMol25 dataset; level of theory: ωB97M-V/def2-TZVPD.

Geometry as XYZ:
```
12
Properties=species:S:1:pos:R:3:forces:R:3
C 0.145 1.268 0.009 -0.67 0.32 0.99
C -1.351 0.868 -0.576 3.53 1.50 0.89
C 1.163 0.487 -0.021 -0.50 -1.15 -0.42
N 2.020 -0.448 -0.216 -0.69 0.72 0.93
N -1.741 -0.279 -0.626 -1.57 -1.56 -0.38
H 0.086 2.238 0.608 0.40 -1.58 -0.70
H -1.687 1.847 -0.706 -1.85 1.11 -0.73
H -0.153 -1.823 1.176 -1.11 -1.08 1.34
H 2.010 -1.365 0.285 0.05 1.16 -0.24
H 2.828 -0.177 -0.754 0.30 -0.51 -0.57
H -0.570 -2.254 1.718 1.12 1.05 -1.30
H -2.750 -0.362 -0.897 1.02 0.03 0.17
```
Forces are in eV/Å.

charge	+1
HOMO level	-15.12	eV
frontier orbital gap	0.3569	Ha
spin multiplicity	1

Atomic partial charges in e from the Löwdin method, atoms 1 to 8: atom 1 (C): 0.05, atom 2 (C): -0.17, atom 3 (C): -0.03, atom 4 (N): 0.24, atom 5 (N): 0.15, atom 6 (H): 0.16, atom 7 (H): 0.09, atom 8 (H): 0.00


Q: Which strongest force on any atom values were calculated for the entries above? A: 4.0; 4.9; 5.6; 2.5; 4.2; 1.8; 4.3; 3.9, in eV Å⁻¹.
Q: Which energy relative to the best compared isomer or geometry (same formula, charge and spin) values were calculated for the entries above? A: 268.5; 104.0; 133.4; 93.4; 158.1; 413.2; 264.2; 367.0, in kJ/mol.
Q: Which energy values were calculated for the entries above? A: -868.7370; -889.5499; -889.5387; -173.2065; -173.1819; -172.8027; -227.6537; -227.6146, in a.u..